Record 1
107
Properties=species:S:1:pos:R:3 method="wB97M-V/def2-TZVPD" total_charge=+1 orbital_gap_ev=6.39
In -0.8559 -0.2599 -1.8598
C 0.9835 5.1544 -2.0982
C -0.3835 4.9853 -2.3184
C -0.8575 3.6790 -2.5974
C 0.0623 2.6475 -2.6809
C 1.4459 2.8191 -2.5640
C 1.8735 4.0896 -2.2114
N -0.4823 1.3525 -3.1205
C -0.6094 1.2160 -4.4605
C -0.1821 2.1695 -5.4373
C -0.2935 1.8893 -6.7782
C -0.8408 0.7017 -7.2505
C -1.2562 -0.2370 -6.3832
C -1.1491 0.0129 -4.9930
N -1.6662 -0.7385 -4.0022
N -2.4323 -1.6697 -4.2413
C -3.0879 -2.2459 -3.1393
C -4.1624 -3.0836 -3.3382
C -4.8126 -3.6590 -2.2297
C -4.3941 -3.2857 -0.9756
C -3.3060 -2.4486 -0.8400
N -2.6768 -1.9542 -1.8991
H 1.5173 6.1314 -1.9421
H -1.0046 5.8812 -2.2350
H -1.9170 3.5203 -2.7292
H 2.1377 1.9807 -2.6646
H 2.9420 4.2961 -2.0981
H 0.2478 3.1237 -5.0885
H 0.1955 2.6076 -7.4296
H -0.9112 0.5257 -8.3406
H -1.7449 -1.1877 -6.6928
H -4.4761 -3.2703 -4.3397
H -5.5700 -4.4341 -2.3621
H -4.7981 -3.7233 -0.0675
H -2.7817 -2.1922 0.1101
C 0.9664 -4.9974 -1.5159
C 0.1369 -3.7255 -1.7112
Ge 0.8363 -2.0271 -1.0992
C 2.6423 -1.5798 -1.7751
C 3.6894 -2.4928 -1.0394
C 1.1420 -2.1073 0.8907
C 1.3529 -1.2040 1.8627
Ge 1.3131 0.7045 1.7922
C 2.8077 1.5489 0.8417
C 4.2808 1.5043 1.2504
C 0.7474 1.5088 3.4643
C 1.8688 1.9269 4.4624
C 2.0196 -1.5335 3.2284
C 1.3375 -1.7551 4.4153
C 2.0355 -1.7681 5.6324
C 3.4181 -1.7842 5.6482
C 4.0859 -1.4955 4.4519
C 3.3745 -1.3049 3.2846
H 0.3909 -5.9421 -1.5546
H 1.4475 -5.0632 -0.5648
H 1.7029 -5.0572 -2.2664
H -0.7901 -3.8414 -1.0960
H -0.1109 -3.5412 -2.7397
H 2.8656 -0.5407 -1.5450
H 2.6559 -1.6833 -2.8700
H 3.5114 -2.5008 0.0406
H 4.7028 -2.1561 -1.3043
H 3.5220 -3.5227 -1.3531
H 1.1465 -3.1440 1.2695
H 2.4741 2.5897 0.7110
H 2.5912 1.1485 -0.1706
H 4.4216 2.0028 2.2302
H 4.9479 1.8946 0.4474
H 4.6454 0.4824 1.4792
H 0.0911 0.7714 3.9950
H 0.0942 2.3264 3.2007
H 2.4612 1.0717 4.8265
H 1.3563 2.4964 5.3120
H 2.6433 2.6237 4.0822
H 0.2536 -1.8926 4.4795
H 1.4847 -1.9645 6.5553
H 3.9677 -1.8769 6.6047
H 5.1885 -1.4810 4.4279
H 3.8348 -1.1285 2.3335
O -2.5049 0.5875 -0.7692
C -2.7746 1.7493 -0.3722
C -1.8948 2.7596 0.1674
C -2.4492 4.0735 0.2052
C -1.7571 5.1198 0.7386
C -0.4510 4.9212 1.2435
C 0.0481 3.6512 1.2732
C -0.5985 2.5348 0.6983
O -0.1157 1.3152 0.6308
N -2.4956 6.3607 0.7256
O -3.4160 6.4724 -0.0502
O -2.1235 7.2818 1.4669
H -3.8561 2.0074 -0.3726
H -3.4799 4.0848 -0.1317
H 0.1428 5.7660 1.5621
H 1.0450 3.5178 1.7726
Se -1.1427 -5.6800 1.8999
N -1.8306 -5.4795 3.4745
C -2.2516 -4.1653 3.5341
C -2.7718 -3.5418 4.6972
C -2.8200 -2.1670 4.5977
C -2.5446 -1.5005 3.3689
N -2.1813 -2.0402 2.2604
C -2.0106 -3.3754 2.3224
N -1.4006 -4.0198 1.3050
H -2.9030 -4.1173 5.6285
H -3.1130 -1.6093 5.4622
H -2.6576 -0.3899 3.3442

Record 2
19
Properties=species:S:1:pos:R:3 method="wB97M-V/def2-TZVPD" smiles=C[C@@H](CS)NCN orbital_gap_ev=9.37
C -0.3860 -0.8274 2.0619
C 0.2260 -0.4009 0.7407
C -0.0235 -1.4674 -0.3789
S 1.5192 -2.2328 -0.9747
N -0.3801 0.8587 0.3244
C 0.3398 1.6295 -0.6480
N -0.3944 2.7198 -1.2566
H -0.3088 -1.9120 2.1596
H -1.4636 -0.6680 2.0198
H 0.1157 -0.3116 2.8724
H 1.3095 -0.3002 0.6634
H -0.3869 -0.9380 -1.2423
H -0.7584 -2.2582 -0.2319
H 1.0346 -3.4582 -1.1650
H -1.3628 0.7170 0.1257
H 0.8697 1.0615 -1.4361
H 1.1473 2.0951 -0.0669
H -1.2490 2.3972 -1.6913
H 0.1517 3.2957 -1.8764

Record 3
14
Properties=species:S:1:pos:R:3 method="wB97M-V/def2-TZVPD" smiles="CCC=O.C=O" orbital_gap_ev=10.64
C -0.3081 -1.5449 1.4471
C 0.1565 -0.1872 0.8884
C 0.6188 -0.5302 -0.5006
O -0.0840 -0.4577 -1.4843
H -0.2364 -1.5873 2.5344
H -1.3356 -1.7448 1.1339
H 0.3067 -2.3579 1.0410
H -0.6643 0.5423 0.8660
H 0.9861 0.2226 1.4774
H 1.6355 -0.9844 -0.5370
C -0.2728 2.1552 -1.7184
O 0.4700 2.5108 -2.5948
H 0.0408 2.1390 -0.6516
H -1.3131 1.8244 -1.9015

Record 4
14
Properties=species:S:1:pos:R:3 method="wB97M-V/def2-TZVPD" smiles="[H]/N=C/N.CSS" orbital_gap_ev=9.23
H -1.4571 1.9042 0.8716
N -1.4043 1.1251 0.2254
C -1.7460 0.0603 0.8598
N -1.3727 -1.2189 0.6210
H -2.5543 0.1464 1.6056
H -0.4248 -1.4532 0.3759
H -1.9285 -1.8819 1.1294
C 2.1354 0.4992 -0.1396
S 2.3532 -0.3973 -1.7227
S 0.4180 -0.9907 -2.0936
H 2.7302 1.4033 -0.0996
H 1.0767 0.7591 -0.0282
H 2.3782 -0.1807 0.6834
H -0.2042 0.2251 -2.2884

Record 5
71
Properties=species:S:1:pos:R:3 method="wB97M-V/def2-TZVPD" spin_multiplicity=4 orbital_gap_ev="8.39 / 9.03"
V -0.6965 0.7048 -0.1830
O 2.2163 1.9634 -3.0841
S 0.8560 1.8519 -2.6625
O 0.0643 0.8680 -3.3764
O 0.8756 1.5472 -1.1594
C 0.0011 3.4045 -2.7531
C 0.7128 4.4621 -3.3042
C 0.2089 5.7647 -3.2327
C -1.0053 6.0546 -2.6178
C -1.8016 5.0628 -2.1953
C -1.2654 3.7261 -2.1665
S -2.3386 2.6692 -1.1171
O -3.6811 3.2608 -1.0684
O -2.1657 1.2747 -1.5979
O -1.6362 2.6152 0.2609
H 1.6283 4.1916 -3.7863
H 0.7587 6.5268 -3.7032
H -1.4428 7.0559 -2.5860
H -2.8329 5.0740 -1.7921
C 0.7295 -2.2789 0.5748
C 0.1352 -1.8048 1.9254
P 0.3344 -0.0367 1.9847
C -0.5034 0.5075 3.4251
C -0.6661 -0.2812 4.6297
C -1.3652 0.1452 5.7517
C -1.8022 1.4392 5.7240
C -1.6212 2.2971 4.6228
C -0.9839 1.8514 3.4810
C 2.0900 0.3305 2.4241
C 2.5762 0.2283 3.6950
C 3.9159 0.5008 3.9544
C 4.7713 0.9399 2.9424
C 4.2938 1.0393 1.6251
C 2.9431 0.7636 1.3515
P -0.1315 -1.7195 -0.8944
C 0.7675 -2.5106 -2.2979
C 2.0790 -2.0389 -2.5600
C 2.7978 -2.6868 -3.5850
C 2.1844 -3.6817 -4.3630
C 0.9202 -4.1235 -4.0669
C 0.2307 -3.5487 -3.0210
C -1.7325 -2.6729 -1.0362
C -1.9605 -3.8524 -0.3204
C -3.2008 -4.4556 -0.3668
C -4.2729 -3.7185 -0.8666
C -3.9890 -2.6892 -1.7600
C -2.7327 -2.0938 -1.7929
H 0.8736 -3.3737 0.7100
H 1.6886 -1.8435 0.4804
H 0.5767 -2.3945 2.7699
H -0.9038 -2.1131 1.9426
H -0.4740 -1.3162 4.5868
H -1.5861 -0.4607 6.5988
H -2.3061 1.8840 6.5665
H -2.1380 3.2319 4.6298
H -0.9752 2.5429 2.6073
H 1.9165 0.0032 4.5099
H 4.2820 0.2585 4.9795
H 5.7535 1.2636 3.1792
H 4.9243 1.2370 0.8131
H 2.6240 0.8274 0.3670
H 2.4883 -1.2244 -2.1272
H 3.8332 -2.4367 -3.7249
H 2.5987 -4.0213 -5.2809
H 0.3979 -4.7259 -4.7874
H -0.8338 -3.8849 -2.8182
H -1.1506 -4.3488 0.2112
H -3.3098 -5.4178 0.1493
H -5.2735 -4.1044 -0.6508
H -4.7709 -2.2715 -2.3351
H -2.4982 -1.2387 -2.4323

Record 6
64
Properties=species:S:1:pos:R:3 method="wB97M-V/def2-TZVPD" total_charge=-1 spin_multiplicity=2 orbital_gap_ev="5.85 / 5.88"
Ir -1.8548 -1.1839 1.2742
O 2.3291 -4.6870 2.6142
C 1.2693 -5.5154 2.6672
C 1.4957 -6.8705 2.9078
C 0.4499 -7.7711 2.9774
C -0.8565 -7.3384 2.7954
C -1.0943 -6.0052 2.5508
C -0.0546 -5.0732 2.4951
C -0.4118 -3.6796 2.2065
O -1.6143 -3.3824 1.9856
N 0.5847 -2.7682 2.2131
N 0.2318 -1.5508 1.8951
C 1.2061 -0.5173 2.0550
C 0.7510 0.6031 2.9896
C 1.7476 1.4202 3.4977
C 1.4633 2.5085 4.3056
C 0.1409 2.7854 4.6243
C -0.8640 1.9921 4.1310
C -0.6115 0.8915 3.2746
O -1.6412 0.2532 2.8276
H 1.9825 -3.7803 2.4323
H 2.5171 -7.2001 3.0204
H 0.6496 -8.8136 3.1882
H -1.6776 -8.0389 2.8186
H -2.0950 -5.6356 2.3979
H 2.1452 -0.9557 2.4369
H 2.7735 1.2035 3.2307
H 2.2621 3.1249 4.6892
H -0.1050 3.6277 5.2557
H -1.8986 2.1818 4.3706
O -4.1919 3.4954 -3.6567
C -3.0452 3.0976 -3.6364
O -2.0299 3.2886 -4.2918
C -2.7249 2.0913 -2.4440
C -1.9851 2.5523 -1.3624
C -1.5932 1.6445 -0.3947
N -1.9178 0.3565 -0.4717
C -2.6531 -0.0704 -1.4928
C -3.0850 0.7618 -2.5168
C -3.0322 -1.5756 -1.5011
O -3.3399 -2.0718 -2.5677
O -2.9965 -2.1078 -0.3627
H -1.7073 3.5930 -1.2892
H -0.9915 1.9400 0.4542
H -3.6681 0.3385 -3.3203
C 0.7653 4.9929 -4.1996
C 1.3529 4.7106 -5.5418
O 1.3185 5.4288 -6.4986
S 2.2145 3.1445 -5.6986
C 2.0408 2.4177 -4.0720
C 0.9667 1.5853 -3.7979
C 0.8511 1.0187 -2.5463
C 1.7947 1.2901 -1.5532
C 2.8663 2.1374 -1.8386
C 2.9963 2.6829 -3.1003
C 1.6396 0.6813 -0.2849
C 1.4540 0.1137 0.7612
H 0.3784 6.0096 -4.1800
H 1.5039 4.8461 -3.4133
H -0.0699 4.3090 -4.0364
H 0.2176 1.4088 -4.5515
H 0.0282 0.3630 -2.3166
H 3.5962 2.3695 -1.0769
H 3.8290 3.3323 -3.3291

Record 7
24
Properties=species:S:1:pos:R:3 method="wB97M-V/def2-TZVPD" smiles="CNC(C)=O.CNC(C)=O" orbital_gap_ev=9.98
C 1.7089 2.3815 1.5203
N 0.7194 1.4915 2.0238
C 1.1478 0.2332 2.0120
C 0.3797 -0.9361 2.5952
O 2.0779 -0.1865 1.2959
H 1.4162 2.6513 0.6114
H 1.9090 3.2125 2.1887
H 2.6771 1.8550 1.5468
H -0.1473 1.7758 2.3022
H 1.0863 -1.4717 3.1706
H -0.6717 -0.5489 3.0449
H 0.2701 -1.6372 1.6615
C -2.4440 -1.6746 -0.9356
N -1.0348 -1.1806 -1.0817
C -0.9464 -0.3255 -2.2138
C 0.3493 0.3898 -2.4645
O -1.9166 -0.3006 -2.9823
H -2.8754 -1.0257 -0.1753
H -2.9011 -1.2806 -1.8758
H -2.6230 -2.7399 -0.8393
H -0.3188 -1.0796 -0.2571
H 0.6788 0.1193 -3.4880
H 0.2486 1.4124 -2.4811
H 0.9969 0.0687 -1.5940

Record 8
43
Properties=species:S:1:pos:R:3 method="wB97M-V/def2-TZVPD" smiles="C[C@@H]1C[C@H](C)CN(C(=O)Cn2nnc(-c3ccccc3)n2)C1" orbital_gap_ev=9.68
C -1.2917 -2.3965 1.3683
C -1.9322 -1.9607 0.0541
C -0.8886 -1.2788 -0.8428
C -1.5566 -0.3652 -1.8709
C -0.5413 0.2041 -2.8573
C -2.2838 0.7780 -1.1287
N -2.6114 0.3816 0.2239
C -2.4480 1.0867 1.3554
O -2.8301 0.7010 2.4413
C -1.7343 2.4481 1.2386
N -0.3989 2.2710 0.7581
N 0.1467 3.0230 -0.1689
N 1.3253 2.5625 -0.3873
C 1.4882 1.5014 0.4315
C 2.6730 0.6729 0.4776
C 2.7123 -0.4446 1.3086
C 3.8450 -1.2348 1.3410
C 4.9384 -0.9174 0.5503
C 4.8994 0.1935 -0.2779
C 3.7710 0.9896 -0.3187
N 0.3930 1.3077 1.1645
C -3.0954 -0.9819 0.3081
H -0.4181 -3.0161 1.1773
H -0.9824 -1.5240 1.9390
H -1.9964 -2.9667 1.9688
H -2.3302 -2.8417 -0.4598
H -0.2861 -2.0325 -1.3510
H -0.2145 -0.6861 -0.2210
H -2.2892 -0.9566 -2.4303
H 0.2385 0.7558 -2.3361
H -0.0695 -0.5975 -3.4202
H -1.0267 0.8778 -3.5599
H -3.2152 1.0294 -1.6545
H -1.6564 1.6663 -1.1368
H -1.7103 2.8711 2.2480
H -2.2484 3.1374 0.5664
H 1.8538 -0.6767 1.9201
H 3.8777 -2.1008 1.9856
H 5.8228 -1.5368 0.5801
H 5.7528 0.4388 -0.8927
H 3.7208 1.8585 -0.9566
H -3.8855 -1.1099 -0.4375
H -3.5172 -1.1306 1.3023

Number 1: molar mass 1101.9 g/mol. Number 2: molar mass 120.2 g/mol. Number 3: molar mass 88.1 g/mol. Number 4: molar mass 124.2 g/mol. Number 5: molar mass 685.6 g/mol. Number 6: molar mass 786.8 g/mol. Number 7: molar mass 146.2 g/mol. Number 8: molar mass 299.4 g/mol.